## a
Below is one molecule with the formula C24H30N2O3, with properties calculated with wB97M-V/def2-TZVPD.

Properties
spin multiplicity = 1
SMILES string = COc1ccc(CN2CCN(Cc3cc4ccccc4o3)C[C@H]2CCO)cc1C

Geometry (Å):
C -6.9073 -0.8020 1.8291
O -6.4155 -1.0588 0.5380
C -5.2913 -0.4030 0.1275
C -4.6090 0.5469 0.8767
C -3.4719 1.1505 0.3668
C -2.9866 0.8144 -0.8867
C -1.7448 1.4833 -1.4150
N -0.6565 1.4833 -0.4394
C 0.1253 2.7050 -0.5375
C 1.2025 2.7548 0.5365
N 2.0985 1.6343 0.3499
C 3.2342 1.6812 1.2608
C 4.2792 0.6904 0.8733
C 4.5616 -0.5450 1.3621
C 5.6616 -1.0400 0.5977
C 6.4165 -2.2106 0.5910
C 7.4368 -2.3210 -0.3284
C 7.7162 -1.2956 -1.2338
C 6.9824 -0.1262 -1.2484
C 5.9558 -0.0143 -0.3243
O 5.1137 1.0288 -0.1460
C 1.3347 0.4114 0.4916
C 0.2317 0.3297 -0.5671
C -0.5041 -1.0083 -0.4376
C -1.1682 -1.2204 0.9288
O -2.2094 -2.1678 0.8795
C -3.6837 -0.1273 -1.6350
C -4.8263 -0.7417 -1.1535
C -5.5707 -1.7636 -1.9544
H -7.7769 -1.4470 1.9463
H -6.1677 -1.0497 2.5973
H -7.2160 0.2426 1.9435
H -4.9550 0.8275 1.8588
H -2.9460 1.8882 0.9533
H -1.4364 1.0214 -2.3664
H -2.0003 2.5258 -1.6325
H -0.5469 3.5568 -0.4060
H 0.6159 2.7898 -1.5234
H 1.7657 3.6859 0.4377
H 0.7265 2.7318 1.5335
H 3.6671 2.6830 1.1935
H 2.9303 1.4928 2.3061
H 4.0608 -1.0443 2.1668
H 6.2034 -3.0052 1.2898
H 8.0377 -3.2181 -0.3534
H 8.5251 -1.4216 -1.9376
H 7.1916 0.6701 -1.9446
H 2.0078 -0.4386 0.3641
H 0.8775 0.3532 1.4941
H 0.7238 0.3511 -1.5609
H -1.2768 -1.0735 -1.2041
H 0.2080 -1.8135 -0.6279
H -0.4531 -1.6224 1.6494
H -1.5448 -0.2592 1.2991
H -2.8941 -1.8346 0.2868
H -3.3303 -0.3900 -2.6234
H -5.0991 -1.9194 -2.9210
H -5.6036 -2.7092 -1.4150
H -6.5999 -1.4424 -2.1058

=====

## b
Below is one molecule with the formula C24H30N2O3, with properties calculated with wB97M-V/def2-TZVPD.

Properties
spin multiplicity = 1
SMILES string = COc1cccc2c1OCC(CN1CCN(Cc3ccccc3)[C@H](CCO)C1)=C2

Geometry (Å):
C -6.1801 -0.0334 1.8193
O -4.9137 -0.5516 1.5015
C -4.3624 -0.2207 0.2991
C -4.9251 0.6478 -0.6275
C -4.2784 0.9193 -1.8252
C -3.0730 0.3209 -2.1214
C -2.4857 -0.5489 -1.2061
C -3.1218 -0.8103 0.0081
O -2.5957 -1.6884 0.9111
C -1.1851 -1.8038 0.9010
C -0.5938 -1.8739 -0.4837
C 0.7354 -2.5605 -0.6788
N 1.8993 -1.6874 -0.5686
C 1.9043 -0.6287 -1.5619
C 3.2202 0.1501 -1.4803
N 3.5331 0.6644 -0.1591
C 3.0001 1.9821 0.1683
C 1.4982 2.1095 0.2943
C 0.8655 1.9031 1.5150
C -0.5151 1.9454 1.6141
C -1.2847 2.2072 0.4939
C -0.6644 2.4500 -0.7195
C 0.7153 2.4051 -0.8162
C 3.4002 -0.3648 0.8658
C 4.5898 -1.3370 0.8186
C 5.9311 -0.6237 1.0081
O 6.2832 0.1955 -0.0747
C 2.0711 -1.1318 0.7603
C -1.2399 -1.2470 -1.4699
H -6.4326 -0.4525 2.7922
H -6.9365 -0.3372 1.0880
H -6.1647 1.0599 1.8917
H -5.8703 1.1251 -0.4234
H -4.7351 1.5996 -2.5282
H -2.5739 0.5166 -3.0586
H -0.9667 -2.7147 1.4656
H -0.7552 -0.9473 1.4537
H 0.8598 -3.3592 0.0575
H 0.7700 -3.0021 -1.6793
H 1.0513 0.0551 -1.4275
H 1.8269 -1.0876 -2.5511
H 4.0350 -0.5179 -1.7753
H 3.1967 0.9837 -2.1849
H 3.3518 2.6622 -0.6147
H 3.4668 2.2854 1.1114
H 1.4590 1.7039 2.3972
H -0.9909 1.7721 2.5687
H -2.3619 2.2263 0.5636
H -1.2600 2.6706 -1.5925
H 1.1918 2.6003 -1.7671
H 3.4212 0.1391 1.8397
H 4.4677 -2.0661 1.6207
H 4.5885 -1.8747 -0.1282
H 5.8960 -0.0311 1.9375
H 6.7341 -1.3600 1.1056
H 5.4956 0.7259 -0.2814
H 1.2516 -0.4445 1.0196
H 2.0718 -1.9539 1.4803
H -0.8764 -1.2604 -2.4868

=====

## c
Below is one molecule with the formula C24H30N2O3, with properties calculated with wB97M-V/def2-TZVPD.

Properties
spin multiplicity = 1
SMILES string = COc1ccc(CN2CCN(Cc3cc4ccccc4o3)C[C@H]2CCO)cc1C

Geometry (Å):
C 5.7473 3.8283 -0.5043
O 4.3794 4.1329 -0.6076
C 3.4904 3.1008 -0.7122
C 3.8400 1.7592 -0.7725
C 2.8597 0.7876 -0.8701
C 1.5183 1.1310 -0.8955
C 0.4626 0.0614 -1.0036
N 0.5670 -0.9794 0.0283
C 0.2101 -2.2712 -0.5533
C 0.2707 -3.4012 0.4755
N -0.5476 -3.1657 1.6417
C -1.9420 -3.5556 1.5811
C -2.8498 -2.7705 0.6817
C -3.6017 -1.6648 0.9232
C -4.2390 -1.3287 -0.3097
C -5.1079 -0.3263 -0.7347
C -5.5122 -0.3321 -2.0519
C -5.0707 -1.3089 -2.9462
C -4.2090 -2.3129 -2.5506
C -3.8036 -2.3073 -1.2262
O -2.9666 -3.1789 -0.6148
C -0.2308 -1.8711 2.1954
C -0.2680 -0.6899 1.2024
C 0.1808 0.5929 1.9219
C 1.5172 0.4735 2.6627
O 2.5259 -0.1860 1.9385
C 1.1787 2.4789 -0.8591
C 2.1378 3.4697 -0.7689
C 1.7720 4.9207 -0.7231
H 6.2552 4.7859 -0.3962
H 5.9562 3.2067 0.3724
H 6.1178 3.3241 -1.4032
H 4.8733 1.4538 -0.7406
H 3.1477 -0.2512 -0.9191
H -0.5410 0.5163 -0.9994
H 0.5893 -0.4248 -1.9767
H 0.9267 -2.4880 -1.3506
H -0.7948 -2.2339 -1.0022
H -0.0297 -4.3375 0.0021
H 1.3041 -3.5008 0.8265
H -1.9666 -4.6020 1.2620
H -2.3337 -3.4926 2.6011
H -3.6963 -1.1492 1.8577
H -5.4500 0.4312 -0.0460
H -6.1857 0.4343 -2.4060
H -5.4111 -1.2774 -3.9701
H -3.8625 -3.0709 -3.2349
H -0.9127 -1.6581 3.0208
H 0.7838 -1.9589 2.5932
H -1.3143 -0.5365 0.8740
H 0.2516 1.4004 1.1957
H -0.5872 0.8652 2.6491
H 1.8805 1.4822 2.8998
H 1.3684 -0.0519 3.6185
H 2.1092 -0.5927 1.1592
H 0.1363 2.7673 -0.9031
H 2.2392 5.4502 -1.5519
H 0.6946 5.0524 -0.7771
H 2.1424 5.3700 0.1970

=====

Ranked by calculated energy, most stable first: a, c, b.

=====

## a
Below is one molecule with the formula CH5NO2S, with properties calculated with wB97M-V/def2-TZVPD.

Properties
spin multiplicity = 1
SMILES string = CN[SH](=O)=O

Geometry (Å):
C 1.2376 -0.2470 -0.2569
N 0.0613 0.5428 -0.5196
S -1.2943 -0.0120 0.2308
O -2.3389 0.9385 0.0582
O -1.4842 -1.3845 -0.0893
H 0.9418 -1.2881 -0.3740
H 2.0132 -0.0096 -0.9831
H 1.6310 -0.0976 0.7553
H 0.1676 1.5390 -0.4137
H -0.9350 0.0185 1.5922

=====

## b
Below is one molecule with the formula CH5NO2S, with properties calculated with wB97M-V/def2-TZVPD.

Properties
spin multiplicity = 1
SMILES string = CNSOO

Geometry (Å):
C 1.4552 -0.7489 -0.1801
N 0.7556 0.6012 -0.0307
S -0.2855 0.5258 1.1970
O -1.8614 -0.3590 0.3790
O -2.9095 0.5629 0.2931
H 2.2723 -0.4929 -0.8264
H 1.7061 -1.2718 0.7104
H 0.8967 -1.5331 -0.8348
H 0.5877 1.2602 -0.7640
H -2.6171 1.4556 0.0564

=====

Ranked by calculated energy, most stable first: a, b.

=====

## a
Below is C23H34AuN6OS as an isolated structure, with properties calculated with wB97M-V/def2-TZVPD.

Properties
spin multiplicity = 1
total charge = +1

Geometry (Å):
Au -0.6860 -1.3952 -0.0666
C 0.7955 -5.0593 0.3198
N 0.6183 -4.0018 -0.6778
C 1.8358 -3.7264 -1.4287
C -0.5516 -4.2269 -1.5487
C -1.8223 -4.0724 -0.7487
C -2.7719 -5.0855 -0.7433
C -3.9094 -4.9902 0.0463
C -4.0818 -3.8852 0.8641
C -3.1353 -2.8654 0.8617
C -2.0155 -2.9315 0.0346
H 1.5157 -4.7394 1.0723
H 1.1565 -5.9837 -0.1428
H -0.1530 -5.2615 0.8137
H 0.1934 -2.7588 -0.2117
H 2.1832 -4.6059 -1.9790
H 2.6251 -3.4108 -0.7452
H 1.6470 -2.9229 -2.1417
H -0.5060 -5.2174 -2.0116
H -0.5209 -3.4904 -2.3548
H -2.6094 -5.9691 -1.3514
H -4.6426 -5.7855 0.0399
H -4.9491 -3.8129 1.5077
H -3.2752 -2.0196 1.5246
C 5.4509 -0.8159 -0.2620
C 4.5625 0.2152 0.4376
C 3.1903 0.2710 -0.1539
N 2.1607 -0.3146 0.3408
N 1.0271 -0.1203 -0.4306
C 1.2418 0.5916 -1.5103
N 0.2880 0.8716 -2.4187
S 2.8703 1.1118 -1.6493
H 6.4240 -0.8655 0.2236
H 5.6125 -0.5603 -1.3102
H 4.9988 -1.8071 -0.2184
H 5.0169 1.2060 0.3836
H 4.4393 -0.0294 1.4922
H -0.6658 0.6196 -2.2135
H 0.4441 1.5690 -3.1248
C 1.2312 5.8122 -0.2330
C 0.1747 5.8647 0.8590
N -0.5329 4.5914 1.0354
C -0.2474 3.8198 2.2424
C 1.1359 3.1836 2.2424
C -1.4668 4.2812 0.1084
O -1.7583 5.0200 -0.8185
C -2.1679 2.9505 0.1916
C -3.5528 2.8765 0.1506
C -4.1522 1.6317 0.0831
C -3.3525 0.5022 0.0124
N -2.0159 0.5686 0.0312
C -1.4493 1.7753 0.1339
H 1.7551 6.7666 -0.2930
H 0.7690 5.6173 -1.1997
H 1.9690 5.0338 -0.0270
H -0.5625 6.6347 0.6346
H 0.6286 6.1058 1.8206
H -1.0180 3.0632 2.3702
H -0.3390 4.4969 3.0946
H 1.2835 2.5537 1.3618
H 1.2679 2.5651 3.1307
H 1.9217 3.9406 2.2427
H -4.1415 3.7850 0.1599
H -5.2280 1.5281 0.0623
H -3.7851 -0.4849 -0.0875
H -0.3684 1.7911 0.1721

=====

## b
Below is C23H34AuN6OS as an isolated structure, with properties calculated with wB97M-V/def2-TZVPD.

Properties
spin multiplicity = 1
total charge = +1

Geometry (Å):
Au -0.0159 1.1766 -0.2360
C -3.6334 2.2568 -0.8134
N -2.2929 2.8360 -0.7826
C -2.0054 3.6418 -1.9637
C -2.0023 3.5396 0.4818
C -1.9130 2.5397 1.6112
C -2.6518 2.7232 2.7724
C -2.6311 1.7717 3.7811
C -1.8950 0.6111 3.6090
C -1.1578 0.4219 2.4444
C -1.1318 1.3950 1.4489
H -3.7141 1.5703 -1.6544
H -4.3935 3.0357 -0.9158
H -3.8126 1.7048 0.1065
H -1.3817 2.0071 -0.6736
H -2.6949 4.4853 -2.0548
H -2.0906 3.0219 -2.8559
H -0.9884 4.0272 -1.8986
H -2.7616 4.2989 0.6932
H -1.0479 4.0561 0.3533
H -3.2603 3.6139 2.8826
H -3.2064 1.9257 4.6832
H -1.8984 -0.1540 4.3744
H -0.6144 -0.5053 2.3142
C -0.9925 1.8230 -6.2898
C -0.1527 0.6819 -5.7175
C 0.4912 1.0544 -4.4229
N 0.0415 0.7241 -3.2686
N 0.8058 1.2222 -2.2410
C 1.8158 1.9548 -2.6467
N 2.6678 2.5750 -1.8114
S 1.9228 2.0529 -4.3604
H -1.4846 1.5040 -7.2064
H -0.3784 2.6926 -6.5243
H -1.7607 2.1284 -5.5804
H 0.6188 0.3849 -6.4304
H -0.7708 -0.1941 -5.5211
H 2.6022 2.3819 -0.8249
H 3.5277 2.9648 -2.1548
C 5.8829 -1.3561 -4.0622
C 5.7473 -2.4901 -3.0582
N 4.7447 -2.2190 -2.0242
C 3.5007 -2.9733 -2.0771
C 2.5980 -2.5662 -3.2333
C 5.0979 -1.3583 -1.0447
O 6.2028 -0.8456 -0.9759
C 4.0784 -0.9741 -0.0045
C 4.3835 -1.0567 1.3472
C 3.4740 -0.5625 2.2650
C 2.3131 0.0391 1.8056
N 2.0229 0.1435 0.5071
C 2.8890 -0.3714 -0.3690
H 6.6080 -1.6219 -4.8306
H 6.2297 -0.4509 -3.5668
H 4.9303 -1.1511 -4.5524
H 6.7030 -2.6738 -2.5660
H 5.4442 -3.4114 -3.5574
H 2.9812 -2.8684 -1.1259
H 3.7601 -4.0315 -2.1706
H 2.3745 -1.4983 -3.2072
H 1.6568 -3.1121 -3.1866
H 3.0636 -2.7841 -4.1942
H 5.3224 -1.4910 1.6623
H 3.6641 -0.6180 3.3267
H 1.6001 0.4757 2.4916
H 2.6117 -0.2951 -1.4104

=====

Ranked by calculated energy, most stable first: b, a.

=====

## a
Below is an isolated ion of composition C2H5N2S2 and charge +1, with properties calculated with wB97M-V/def2-TZVPD.

Properties
spin multiplicity = 1
SMILES string = [NH2+]=C=[NH+]CS[S-]
total charge = +1

Geometry (Å):
N 1.6458 1.4824 -0.2891
C 0.7877 0.6398 0.1785
N 0.2089 -0.4738 -0.2713
C -0.5673 -1.2871 0.6617
S -2.2532 -1.0186 -0.3344
S -2.6667 0.7959 0.1422
H 1.9323 1.4670 -1.3311
H 1.8043 2.3882 0.1773
H 0.0114 -0.8155 -1.2101
H -0.2956 -2.2996 0.5273
H -0.6078 -0.8787 1.7490

=====

## b
Below is an isolated ion of composition C2H5N2S2 and charge +1, with properties calculated with wB97M-V/def2-TZVPD.

Properties
spin multiplicity = 1
SMILES string = SN1C=[NH+]CS1
total charge = +1

Geometry (Å):
S -2.0220 -0.9412 1.6521
N -0.6071 -0.6600 0.7116
C -0.7104 -0.1055 -0.4277
N 0.2871 0.5891 -0.9671
C 1.4195 0.7599 -0.1942
S 1.0386 -0.2631 1.4041
H -2.0755 -2.2273 1.4708
H -1.6554 -0.2235 -1.0927
H 0.3728 0.7343 -1.9923
H 2.2647 0.4543 -0.7491
H 1.6879 1.8830 0.1844

=====

Ranked by calculated energy, most stable first: b, a.